ORCA calculation (the ωB97M-V functional and the def2-TZVPD basis) on a 2-piece molecular cluster, C8H18OS overall.

Element x y z (Å)
1 C 2.37988 0.65626 1.59228
2 C -0.98164 -2.07580 -0.62929
3 C -1.50687 -0.55435 1.28856
4 C -2.35784 -0.05215 -1.05230
5 C 0.79568 2.50320 -0.91658
6 C 0.06765 0.31998 -0.40702
7 C 1.71087 -0.40298 0.77590
8 C -1.10446 -0.61056 -0.19681
9 O -0.04427 1.67647 -0.10051
10 S 2.82702 -1.00345 -0.59360
11 H 1.59095 1.21491 1.98009
12 H 2.83439 0.11557 2.34572
13 H 3.11364 1.25429 1.18755
14 H -0.64169 -1.88634 -1.70885
15 H -1.97236 -2.51441 -0.52925
16 H -0.29352 -2.58273 -0.01074
17 H -2.62163 -0.66325 1.50768
18 H -1.09091 -1.36027 1.87783
19 H -1.28739 0.42446 1.92777
20 H -3.31040 -0.66316 -1.02500
21 H -2.20450 0.17069 -2.19695
22 H -2.59780 0.89091 -0.53301
23 H 0.87198 3.44631 -0.33881
24 H 0.23315 2.92650 -1.83373
25 H 1.62849 2.02023 -1.19802
26 H 0.48761 0.05011 -1.39664
27 H 1.28442 -1.21455 1.34135
28 H 2.18955 -2.08587 -1.15765

Forces on the atoms, in the same order (eV/Å):
-1.594 -1.786 -0.658
0.549 2.469 -1.845
-1.730 1.730 2.356
-0.107 0.856 -0.661
-4.834 3.341 0.400
3.154 -1.655 1.057
-2.010 0.290 -4.390
-2.955 1.181 0.848
-0.462 -1.279 -0.798
-0.090 -0.323 0.502
-1.152 1.384 0.931
1.082 -0.821 2.084
1.346 1.320 -1.550
-0.439 -1.479 1.228
0.148 -0.147 -0.342
1.044 -0.852 0.312
1.135 -0.008 -0.817
0.510 -0.282 -0.016
-0.023 -1.725 -1.839
1.331 0.217 0.323
0.256 -0.431 2.219
-0.124 -0.077 -0.637
0.865 -0.725 -0.080
0.627 -1.257 0.950
3.255 -1.412 -0.780
0.161 0.863 0.325
0.040 -0.154 0.194
0.017 0.761 0.687

Output
Total energy, eV: -21466.8385
ΔE to the lowest compared entry with this formula, charge and spin, kcal per mole: 50.9

Atom charges from the Löwdin analysis, given in e for atoms 1 to 8:
1. C -0.15
2. C -0.05
3. C -0.08
4. C -0.06
5. C -0.06
6. C -0.21
7. C -0.50
8. C -0.58

---

ORCA calculation (the ωB97M-V functional and the def2-TZVPD basis) on one molecule with the formula C8H13O4P.

Element x y z (Å)
1 C -1.09167 2.49428 0.26938
2 C -0.44756 1.50383 0.47249
3 C -1.82349 3.58786 -0.23862
4 C 2.45189 -1.88719 1.38829
5 C -2.30467 -0.91115 -0.83182
6 C 2.43415 -0.34902 1.58345
7 C -0.79774 -1.23879 -0.39881
8 C 0.27531 0.35109 0.98045
9 O -1.45645 0.31713 4.58289
10 O 1.57577 0.32169 0.66006
11 O -0.37187 -0.86414 0.91213
12 O -0.00512 0.65622 2.60980
13 P -1.48079 0.18418 3.12550
14 H -2.98805 3.49011 -0.10936
15 H -1.71098 3.56502 -1.34730
16 H -1.32870 4.46907 0.12158
17 H 2.16823 -2.13340 0.33599
18 H 3.40573 -2.22175 1.71700
19 H 1.74857 -2.22093 2.13621
20 H -2.91254 -1.20844 0.01483
21 H -2.43989 0.16233 -1.03171
22 H -2.47922 -1.49191 -1.68843
23 H 3.56475 -0.07559 1.44469
24 H 2.20624 -0.07049 2.63705
25 H -0.31448 -0.79294 -1.21427
26 H -0.65867 -2.37904 -0.49161

Forces on the atoms, in the same order (eV/Å):
0.537 -1.838 -0.103
0.288 -0.018 -0.408
-2.452 0.227 -1.657
-1.458 1.498 0.105
1.825 0.690 2.712
2.952 -0.825 0.546
-2.325 -2.252 -0.725
-1.551 0.650 3.031
-0.184 -0.011 0.335
0.208 0.758 0.608
-0.154 -0.033 -1.184
0.600 -0.938 -1.903
0.821 0.373 -0.185
2.334 0.522 0.355
0.058 0.200 0.613
-0.557 0.912 0.225
0.422 -0.115 1.026
0.883 -0.584 -0.239
-0.542 -0.889 -0.340
-0.591 -0.049 -0.163
0.077 -0.442 0.063
-0.479 -0.749 -1.143
-2.383 0.510 -0.382
-0.150 -0.126 -0.927
1.939 0.759 -0.621
-0.117 1.769 0.363

Output
Total energy, eV: -25982.4255
ΔE to the lowest compared entry with this formula, charge and spin, kcal per mole: 73.9

Atom charges from the Löwdin analysis, given in e for atoms 1 to 8:
1. C -0.08
2. C 0.06
3. C -0.10
4. C -0.06
5. C -0.04
6. C -0.21
7. C -0.20
8. C -0.53

---

ORCA calculation (the ωB97M-V functional and the def2-TZVPD basis) on an isolated ion of composition C2H9N4S and charge +1.

Element x y z (Å)
1 C 1.30159 0.37364 -0.05178
2 C -1.22545 -0.44622 0.46033
3 N 2.48646 -0.05297 -0.40476
4 N 1.10623 1.57702 0.44532
5 N -1.94247 -1.58960 -0.11595
6 N 0.29690 -0.54575 0.00554
7 S -1.84744 1.34767 0.15752
8 H -1.35712 -0.71431 1.63272
9 H 3.35505 0.39498 -0.29733
10 H 2.55687 -1.08708 -0.59453
11 H 1.83089 2.21361 0.61048
12 H 0.24456 2.05330 0.32995
13 H -2.84647 -1.74207 0.41276
14 H -2.20435 -1.44015 -1.11967
15 H 0.63087 -1.42456 -0.36754
16 H -2.38613 1.08250 -1.10306

Forces on the atoms, in the same order (eV/Å):
-2.199 -0.564 1.835
0.380 -1.024 1.568
0.217 -3.490 -1.071
0.143 0.455 -0.038
-0.799 1.471 -0.532
-0.834 0.475 -0.343
-0.753 -1.912 -0.850
0.972 1.370 -2.609
0.736 1.019 0.125
0.171 1.795 0.299
1.553 0.565 -0.011
-1.140 -0.129 -0.021
1.546 0.245 -0.757
0.396 -0.172 1.175
-0.980 -0.344 0.127
0.590 0.238 1.103

Output
Total energy, eV: -19009.1054
ΔE to the lowest compared entry with this formula, charge and spin, kcal per mole: 0.1
Net charge: +1

Atom charges from the Löwdin analysis, given in e for atoms 1 to 8:
1. C -0.46
2. C -0.58
3. N 0.21
4. N 0.19
5. N -0.01
6. N 0.08
7. S 0.75
8. H 0.16

---

ORCA calculation (the ωB97M-V functional and the def2-TZVPD basis) on one molecule with the formula C5H8O2.

Element x y z (Å)
1 C -0.63928 -1.69708 0.44606
2 C 0.04012 -0.33952 0.62484
3 C 1.25927 -0.00610 -0.24423
4 O 0.86465 0.54192 -1.50005
5 C 0.85268 1.40116 -0.34516
6 C -0.55512 1.06186 0.20789
7 O -1.51269 1.05872 -0.81246
8 H 0.13084 -2.44959 0.20352
9 H -1.36776 -1.65639 -0.37304
10 H -1.13584 -2.05325 1.36301
11 H 0.33767 -0.19556 1.67455
12 H 2.22401 -0.50972 -0.30844
13 H 1.42104 2.33494 -0.35834
14 H -0.91761 1.68683 1.02958
15 H -1.00198 0.82179 -1.60773

Forces on the atoms, in the same order (eV/Å):
-0.020 0.085 -0.049
0.198 -0.364 0.062
0.245 -0.245 0.533
0.158 0.225 -0.369
-0.016 0.128 -0.306
0.094 0.251 0.159
-0.048 0.083 0.101
-0.310 0.248 -0.013
0.134 -0.120 0.181
0.027 0.298 -0.367
0.158 -0.157 -0.258
-0.122 0.305 0.439
-0.234 -0.413 -0.138
0.037 -0.251 -0.107
-0.300 -0.073 0.133

Output
Total energy, eV: -9407.2433
ΔE to the lowest compared entry with this formula, charge and spin, kcal per mole: 59.7

Atom charges from the Löwdin analysis, given in e for atoms 1 to 8:
1. C -0.05
2. C -0.24
3. C -0.19
4. O -0.03
5. C -0.14
6. C -0.27
7. O -0.02
8. H 0.08

---

Kohn-Sham gap for every record listed, in sequence, given in Ha: 0.3091; 0.3735; 0.3918; 0.3953.